[1]
The following is a quantum chemistry calculation of the molecule C4H5N3, from the Open Molecules 2025 dataset.

Calculated values
Energy relative to the best compared isomer or geometry (same formula, charge and spin) in kJ/mol: 334.3

Element x y z (Å)
N1 2.3184 -0.6876 1.3526
C1 1.5478 -0.6527 0.4893
C2 0.6367 -0.9365 -0.6094
C3 -0.7992 -0.6133 -0.6971
N2 -1.5590 0.0174 0.1028
C4 -0.9752 1.1738 0.6424
N3 0.2068 1.5419 0.3640
H1 1.1671 -1.0266 -1.5663
H2 -1.2367 -1.1512 -1.5398
H3 0.0870 -1.9051 -0.3092
H4 -1.7208 1.7914 1.1372
H5 0.3751 2.5076 0.6111

---

[2]
The following is a quantum chemistry calculation of the molecule C4H5N3, from the Open Molecules 2025 dataset.

Calculated values
Energy relative to the best compared isomer or geometry (same formula, charge and spin) in kJ/mol: 419.7

Element x y z (Å)
C1 -1.0610 -1.6921 -0.4568
C2 -0.2879 -0.3929 -0.2705
C3 1.4095 0.8252 -0.0303
C4 0.7747 1.6981 0.8979
H1 -1.1654 -1.7379 -1.5474
H2 -2.1049 -1.6055 -0.1770
H3 -0.4424 -2.6123 0.0771
H4 2.3538 1.1045 -0.5374
H5 1.1123 2.7470 1.4836
N1 0.8852 -0.1661 -0.8359
N2 -0.5792 1.5047 0.9279
N3 -0.8946 0.3272 0.4689

---

[3]
The following is a quantum chemistry calculation of a cluster of 2 separate species, C4H5N3 in total, from the Open Molecules 2025 dataset.

Calculated values
Energy relative to the best compared isomer or geometry (same formula, charge and spin) in kJ/mol: 284.2

Element x y z (Å)
C1 -1.8554 1.0790 0.7685
N1 0.1194 -0.8709 -1.0491
C2 1.2880 -0.8946 -0.5520
C3 2.4201 -1.5700 -1.1685
N2 3.3098 -2.1123 -1.6722
C4 0.5375 1.4653 1.6929
N3 -0.5516 1.3113 1.2893
H1 -1.8046 0.2225 0.0930
H2 -2.1916 1.9613 0.2189
H3 -2.5472 0.8775 1.5896
H4 0.0809 -1.3836 -1.9332
H5 1.4828 -0.3760 0.3876

---

[4]
The following is a quantum chemistry calculation of a cluster of 2 separate species, C4H5N3 in total, from the Open Molecules 2025 dataset.

Calculated values
Energy relative to the best compared isomer or geometry (same formula, charge and spin) in kJ/mol: 293.7

Element x y z (Å)
C1 1.3298 -0.7297 -0.0079
N1 0.1496 0.0139 -0.3416
C2 -0.2506 1.0604 0.2410
C3 -3.2302 -1.2312 -0.9205
N2 -2.1078 -1.0178 -1.1994
C4 0.4968 1.7541 1.2705
N3 1.1219 2.2966 2.0796
H1 2.0047 -0.2042 0.6733
H2 1.8152 -0.9798 -0.9532
H3 0.9913 -1.6717 0.4423
H4 -1.0955 -0.7482 -1.2377
H5 -1.2253 1.4576 -0.0464

---

[5]
The following is a quantum chemistry calculation of the molecule C4H5N3, from the Open Molecules 2025 dataset.

Calculated values
Energy relative to the best compared isomer or geometry (same formula, charge and spin) in kJ/mol: 482.8

Element x y z (Å)
N1 2.3234 -0.3703 -0.1449
C1 1.0468 -0.6185 -0.4822
N2 0.2191 -1.3036 0.1600
C2 -1.1026 -1.0346 0.2892
C3 -1.6253 0.2163 0.2182
C4 -0.8614 1.4661 -0.0524
N3 -0.1712 1.3117 -1.0921
H1 2.9864 -0.0111 -0.8121
H2 2.6248 -0.4301 0.8238
H3 -1.7439 -1.8938 0.4412
H4 -2.7077 0.2962 0.1063
H5 -0.9888 2.4085 0.5282

---

[6]
The following is a quantum chemistry calculation of a cluster of 2 separate species, C4H5N3 in total, from the Open Molecules 2025 dataset.

Calculated values
Energy relative to the best compared isomer or geometry (same formula, charge and spin) in kJ/mol: 645.1

Element x y z (Å)
C1 -1.2793 -1.6539 -0.1863
C2 0.9003 0.3290 -0.6976
C3 -1.2664 0.6879 0.5294
C4 -1.0311 -0.5603 0.7914
N1 -1.2882 -2.4153 -1.0321
N2 2.2126 0.6600 0.0494
N3 1.3625 1.4744 -0.8104
H1 0.6458 -0.6929 -0.8902
H2 -1.1582 1.3515 1.3039
H3 3.1089 0.5123 -0.4613
H4 -1.2655 1.1858 -0.3993
H5 -0.9415 -0.8785 1.8032

---

[7]
The following is a quantum chemistry calculation of a cluster of 2 separate species, C4H5N3 in total, from the Open Molecules 2025 dataset.

Calculated values
Energy relative to the best compared isomer or geometry (same formula, charge and spin) in kJ/mol: 485.0

Element x y z (Å)
C1 -1.6136 0.7153 0.5182
N1 -0.0164 -0.3479 -0.7465
C2 1.1061 -0.6557 -0.2697
C3 2.0532 -1.4301 -1.0204
N2 2.7913 -2.0174 -1.6866
C4 0.7025 1.4791 1.7538
N3 -0.2401 1.3937 1.0353
H1 -1.8541 -0.3609 0.2965
H2 -1.9313 1.2654 -0.3709
H3 -2.1165 0.9546 1.4227
H4 -0.2721 -0.7239 -1.6494
H5 1.3910 -0.2721 0.7171

---

[8]
The following is a quantum chemistry calculation of the molecule C4H5N3O, from the Open Molecules 2025 dataset.

Calculated values
Energy relative to the best compared isomer or geometry (same formula, charge and spin) in kJ/mol: 145.8

Element x y z (Å)
C1 -0.3914 1.8013 -0.2246
C2 -0.8060 -0.3110 1.1867
C3 0.5328 -1.7756 0.2040
C4 0.4238 -0.4732 -0.6984
H1 0.5797 1.6784 -1.7210
H2 -1.0225 2.3034 0.5140
H3 -1.4219 0.2114 1.8830
H4 1.4924 -2.0017 0.6348
H5 0.1647 -2.5934 -0.3742
N1 0.1571 2.3937 -1.1399
N2 -0.3982 0.3744 0.0016
N3 -0.3837 -1.4927 1.3661
O1 1.0731 -0.1147 -1.6320

---

[9]
The following is a quantum chemistry calculation of a structure of composition C4H5N3O, from the Open Molecules 2025 dataset.

Calculated values
Energy relative to the best compared isomer or geometry (same formula, charge and spin) in kJ/mol: 710.1

Element x y z (Å)
C1 1.4166 -0.1657 0.1985
C2 -0.2728 0.7149 -0.1918
C3 -1.7956 0.8437 -0.1878
C4 0.0047 -0.4924 0.6091
H1 1.7299 1.7860 -0.5350
H2 -0.0967 0.5713 -1.1935
H3 -2.4435 1.5788 -0.0417
H4 -1.2081 -2.0733 0.2524
H5 -0.0129 -0.5081 1.8238
N1 1.1152 1.2622 0.3310
N2 -2.1239 -0.3312 -0.0636
N3 -1.0192 -1.1558 -0.2182
O1 2.5136 -0.6479 -0.4023

---

[10]
The following is a quantum chemistry calculation of a structure of composition C4H5N3O, from the Open Molecules 2025 dataset.

Calculated values
Energy relative to the best compared isomer or geometry (same formula, charge and spin) in kJ/mol: 700.2

Element x y z (Å)
C1 -0.2340 -0.2709 0.7791
C2 0.3949 1.3450 -1.0412
C3 0.2729 0.6571 -2.1871
C4 -0.7116 -0.3985 2.1030
H1 0.0752 -3.2931 0.6652
H2 0.6624 1.6586 1.2384
H3 0.7217 2.4505 -0.9207
H4 0.4410 1.1935 -3.1058
H5 0.1780 -0.3620 -2.2158
N1 -0.0420 -1.3709 0.0838
N2 -0.0144 1.0058 0.2984
N3 -1.0556 -0.2457 3.2112
O1 -0.6887 -2.3692 1.0914

---

Question: energy relative to the best compared isomer or geometry (same formula, charge and spin) of number 4 (C4H5N3)?
Answer: 293.7 kJ/mol